[1]
{"formula": "C28H38N4O4PRbS2", "method": "ωB97M-V/def2-TZVPD", "e_tot_ha": -2771.67216, "lumo_ev": [1.52, 1.52], "largest_force_ev_per_a": 1.01, "charge": -1, "relative_energy_kj_mol": 57.2, "e_homo_ha": [-0.09982, -0.15222], "spin_multiplicity": 2, "symbols": ["Rb", "C", "C", "C", "C", "C", "N", "C", "C", "C", "N", "C", "C", "C", "C", "C", "C", "C", "C", "N", "C", "C", "C", "N", "C", "C", "C", "C", "O", "C", "O", "H", "H", "H", "H", "H", "H", "H", "H", "H", "H", "H", "H", "H", "H", "H", "H", "H", "H", "H", "H", "H", "H", "H", "H", "H", "H", "H", "H", "C", "C", "O", "P", "S", "S", "O", "C", "C", "H", "H", "H", "H", "H", "H", "H", "H", "H", "H"], "coordinates": [[0.480, -0.682, -1.321], [1.265, 0.642, 6.357], [0.651, 0.629, 4.985], [-0.582, 1.111, 4.727], [-1.128, 1.144, 3.392], [-2.386, 1.685, 3.191], [-2.854, 2.198, 2.062], [-2.020, 2.964, 1.110], [-2.167, 2.638, -0.357], [-3.548, 2.889, -0.951], [-3.576, 2.672, -2.404], [-2.980, 1.460, -2.834], [-3.330, 0.204, -2.345], [-4.536, -0.081, -1.665], [-4.824, -1.339, -1.150], [-6.145, -1.623, -0.479], [-3.868, -2.339, -1.295], [-2.658, -2.119, -1.969], [-1.644, -3.191, -2.103], [-1.054, -3.829, -1.169], [-1.327, -3.469, 0.225], [-0.163, -3.910, 1.132], [0.437, -2.798, 1.985], [1.409, -2.003, 1.225], [1.622, -0.798, 1.545], [0.894, -0.065, 2.634], [1.389, 0.050, 3.882], [-0.420, 0.499, 2.291], [-0.908, 0.355, 1.166], [-2.350, -0.866, -2.555], [-1.245, -0.650, -3.153], [0.720, 1.309, 7.025], [1.266, -0.355, 6.807], [2.304, 0.978, 6.321], [-1.167, 1.551, 5.531], [-3.077, 1.711, 4.033], [-3.823, 2.470, 2.086], [-2.284, 4.013, 1.290], [-0.988, 2.831, 1.419], [-1.425, 3.247, -0.884], [-1.909, 1.596, -0.526], [-4.259, 2.207, -0.478], [-3.895, 3.910, -0.761], [-3.113, 3.442, -2.865], [-2.147, 1.528, -3.520], [-5.289, 0.700, -1.602], [-6.733, -0.709, -0.378], [-6.748, -2.338, -1.046], [-6.009, -2.042, 0.522], [-4.070, -3.326, -0.887], [-1.342, -3.456, -3.117], [-1.526, -2.394, 0.337], [-2.243, -3.978, 0.535], [-0.492, -4.714, 1.795], [0.625, -4.320, 0.498], [-0.356, -2.183, 2.427], [0.995, -3.241, 2.816], [2.405, -0.264, 0.992], [2.374, -0.364, 4.088], [4.694, 3.030, -4.310], [5.348, 1.976, -3.443], [4.705, 0.712, -3.626], [3.692, 0.112, -2.504], [2.912, -1.484, -3.334], [2.648, 1.569, -1.653], [4.734, -0.313, -1.326], [5.671, -1.366, -1.569], [6.998, -0.965, -0.962], [5.260, 3.964, -4.258], [3.675, 3.213, -3.974], [4.666, 2.696, -5.348], [5.326, 2.263, -2.390], [6.391, 1.831, -3.737], [5.770, -1.556, -2.638], [5.283, -2.278, -1.111], [7.343, -0.026, -1.396], [7.750, -1.735, -1.153], [6.908, -0.829, 0.117]]}

[2]
{"formula": "C20H47AlN6O7", "method": "ωB97M-V/def2-TZVPD", "e_tot_ha": -1887.11737, "lumo_ev": -11.50, "largest_force_ev_per_a": 1.95, "charge": 2, "relative_energy_kj_mol": 0.0, "e_homo_ha": -0.50393, "symbols": ["Al", "C", "C", "O", "H", "H", "H", "H", "H", "C", "O", "N", "C", "C", "H", "H", "H", "H", "H", "H", "H", "C", "O", "N", "C", "C", "H", "H", "H", "H", "H", "H", "H", "C", "O", "N", "C", "C", "H", "H", "H", "H", "H", "H", "H", "C", "O", "N", "C", "C", "H", "H", "H", "H", "H", "H", "H", "C", "O", "N", "C", "C", "H", "H", "H", "H", "H", "H", "H", "C", "O", "N", "C", "C", "H", "H", "H", "H", "H", "H", "H"], "coordinates": [[-16.434, 7.542, -17.562], [-17.256, 10.354, -13.402], [-16.119, 9.920, -14.291], [-16.481, 9.619, -15.519], [-16.863, 10.848, -12.510], [-17.874, 9.505, -13.115], [-17.824, 11.150, -13.886], [-15.434, 9.120, -13.922], [-15.357, 10.759, -14.362], [-18.499, 13.375, -16.201], [-19.185, 14.288, -15.787], [-17.677, 13.542, -17.264], [-17.695, 14.777, -18.015], [-17.087, 12.381, -17.893], [-18.490, 12.364, -15.764], [-17.403, 15.618, -17.383], [-18.746, 14.991, -18.237], [-17.106, 14.796, -18.924], [-17.455, 12.214, -18.906], [-15.993, 12.449, -17.945], [-17.247, 11.494, -17.275], [-18.029, 5.415, -15.102], [-17.944, 6.528, -15.643], [-17.927, 5.228, -13.794], [-17.580, 6.316, -12.893], [-18.109, 3.907, -13.209], [-18.302, 4.483, -15.609], [-18.490, 6.655, -12.394], [-17.314, 7.170, -13.515], [-16.766, 5.991, -12.254], [-18.244, 3.131, -13.958], [-17.261, 3.690, -12.561], [-19.019, 3.886, -12.604], [-12.565, 8.447, -9.120], [-13.390, 9.260, -8.756], [-11.975, 8.420, -10.341], [-12.361, 9.347, -11.375], [-10.900, 7.505, -10.659], [-12.137, 7.667, -8.471], [-11.465, 9.653, -11.916], [-12.852, 10.234, -10.979], [-13.072, 8.902, -12.084], [-10.068, 8.072, -11.085], [-10.600, 6.925, -9.795], [-11.193, 6.858, -11.494], [-16.341, 8.460, -9.834], [-16.680, 7.310, -9.677], [-16.969, 9.517, -9.247], [-16.662, 10.846, -9.677], [-18.126, 9.331, -8.400], [-15.517, 8.763, -10.499], [-17.128, 11.155, -10.619], [-15.598, 10.926, -9.942], [-16.757, 11.623, -8.922], [-18.208, 10.140, -7.683], [-19.032, 9.277, -9.026], [-18.146, 8.340, -7.951], [-14.298, 13.959, -14.836], [-13.247, 14.384, -15.245], [-15.071, 14.594, -13.901], [-16.424, 14.177, -13.691], [-14.663, 15.840, -13.289], [-14.744, 13.009, -15.177], [-16.709, 14.139, -12.640], [-16.691, 13.274, -14.238], [-17.090, 14.928, -14.150], [-14.865, 15.813, -12.215], [-13.618, 16.061, -13.463], [-15.323, 16.624, -13.678], [-19.699, 9.861, -17.345], [-19.184, 9.039, -18.080], [-20.755, 10.647, -17.616], [-21.436, 11.349, -16.553], [-21.323, 10.721, -18.942], [-19.413, 10.004, -16.285], [-21.337, 12.432, -16.702], [-21.128, 11.145, -15.532], [-22.512, 11.172, -16.635], [-22.243, 10.139, -19.000], [-21.516, 11.760, -19.218], [-20.640, 10.350, -19.702]]}

[3]
{"formula": "C37H80N4O12PS", "method": "ωB97M-V/def2-TZVPD", "e_tot_ha": -3318.81200, "lumo_ev": -2.71, "largest_force_ev_per_a": 2.80, "charge": 1, "e_homo_ha": -0.37215, "symbols": ["C", "P", "O", "N", "C", "C", "C", "C", "O", "C", "O", "C", "S", "O", "O", "C", "C", "N", "N", "N", "H", "H", "H", "H", "H", "H", "H", "H", "H", "H", "H", "H", "H", "H", "H", "H", "H", "H", "H", "H", "H", "H", "H", "H", "C", "C", "C", "O", "C", "H", "H", "H", "H", "H", "H", "H", "H", "C", "C", "C", "O", "C", "H", "H", "H", "H", "H", "H", "H", "H", "C", "C", "C", "O", "C", "H", "H", "H", "H", "H", "H", "H", "H", "C", "C", "C", "O", "C", "H", "H", "H", "H", "H", "H", "H", "H", "C", "C", "C", "O", "C", "H", "H", "H", "H", "H", "H", "H", "H", "C", "C", "C", "O", "C", "H", "H", "H", "H", "H", "H", "H", "H", "C", "C", "C", "O", "C", "H", "H", "H", "H", "H", "H", "H", "H"], "coordinates": [[5.779, 0.117, -0.888], [4.328, 1.212, -0.822], [3.180, 0.392, -0.032], [3.711, 1.329, -2.634], [3.285, -0.089, -3.039], [1.832, -0.342, -3.413], [0.813, -0.359, -2.277], [-0.423, -1.166, -2.739], [-1.602, -0.622, -2.152], [-2.131, 0.417, -2.861], [-2.098, 1.571, -2.470], [2.605, 2.312, -2.510], [1.759, 2.914, -4.006], [0.449, 2.345, -3.994], [1.816, 4.338, -4.004], [4.846, 1.720, -3.555], [5.548, 3.073, -3.422], [4.921, 4.206, -4.125], [6.818, 2.845, -4.114], [5.871, 3.482, -2.075], [6.566, 0.670, -0.386], [5.646, -0.812, -0.340], [6.145, -0.129, -1.879], [3.316, -0.563, -0.092], [3.550, -0.815, -2.278], [3.887, -0.379, -3.890], [1.482, 0.236, -4.258], [1.836, -1.365, -3.792], [1.193, -0.863, -1.399], [0.412, 0.621, -2.057], [-0.496, -1.160, -3.826], [-0.359, -2.174, -2.353], [-2.620, 0.184, -3.816], [1.858, 2.004, -1.793], [3.049, 3.200, -2.073], [2.417, 2.398, -5.081], [5.606, 0.958, -3.492], [4.464, 1.637, -4.567], [4.436, 3.944, -4.972], [4.317, 4.729, -3.510], [7.587, 2.860, -3.455], [6.935, 3.556, -4.816], [5.082, 3.796, -1.527], [6.561, 4.217, -2.099], [10.940, 0.376, -1.293], [10.542, -0.218, -2.641], [9.328, 0.622, -3.008], [9.534, 1.911, -2.422], [10.636, 1.852, -1.502], [11.976, 0.191, -1.021], [10.305, -0.032, -0.504], [11.340, -0.060, -3.369], [10.324, -1.284, -2.604], [8.406, 0.199, -2.582], [9.194, 0.732, -4.084], [11.484, 2.374, -1.953], [10.366, 2.366, -0.579], [-3.122, 0.775, 0.524], [-4.335, -0.075, 0.890], [-3.893, -0.707, 2.199], [-3.012, 0.235, 2.825], [-2.664, 1.260, 1.893], [-3.345, 1.591, -0.161], [-2.354, 0.152, 0.072], [-5.202, 0.568, 1.058], [-4.601, -0.812, 0.135], [-3.338, -1.635, 2.025], [-4.728, -0.924, 2.864], [-3.187, 2.180, 2.184], [-1.589, 1.445, 1.942], [-6.577, 3.097, 1.950], [-7.351, 4.374, 2.231], [-8.242, 3.950, 3.388], [-7.514, 2.952, 4.114], [-6.381, 2.530, 3.350], [-5.636, 3.259, 1.424], [-7.191, 2.417, 1.354], [-6.665, 5.162, 2.554], [-7.915, 4.743, 1.375], [-9.173, 3.501, 3.027], [-8.493, 4.775, 4.056], [-5.478, 2.938, 3.819], [-6.315, 1.441, 3.365], [-6.283, -5.143, 1.107], [-7.684, -4.640, 1.442], [-7.396, -3.222, 1.913], [-6.241, -2.778, 1.192], [-5.635, -3.893, 0.531], [-6.273, -5.983, 0.413], [-5.769, -5.448, 2.019], [-8.301, -4.619, 0.540], [-8.199, -5.239, 2.191], [-7.163, -3.198, 2.984], [-8.223, -2.537, 1.724], [-5.830, -3.801, -0.544], [-4.555, -3.865, 0.692], [-6.365, -7.086, 6.029], [-4.906, -7.498, 6.197], [-4.408, -7.465, 4.759], [-5.165, -6.453, 4.087], [-6.269, -6.058, 4.911], [-6.816, -6.684, 6.934], [-6.959, -7.943, 5.703], [-4.375, -6.755, 6.796], [-4.775, -8.470, 6.668], [-4.587, -8.420, 4.254], [-3.346, -7.229, 4.685], [-6.062, -5.058, 5.307], [-7.173, -6.009, 4.303], [10.436, -2.435, 3.267], [11.883, -2.862, 3.491], [12.461, -2.746, 2.089], [11.743, -1.690, 1.437], [10.596, -1.343, 2.217], [9.935, -2.085, 4.168], [9.861, -3.268, 2.858], [12.379, -2.158, 4.162], [11.986, -3.861, 3.911], [12.310, -3.668, 1.518], [13.525, -2.510, 2.089], [10.783, -0.369, 2.682], [9.725, -1.255, 1.564], [-8.592, 4.324, -2.848], [-9.365, 5.605, -2.557], [-10.255, 5.172, -1.401], [-9.531, 4.170, -0.677], [-8.398, 3.755, -1.450], [-7.651, 4.488, -3.371], [-9.203, 3.646, -3.448], [-8.679, 6.389, -2.229], [-9.930, 5.981, -3.408], [-11.187, 4.727, -1.764], [-10.502, 5.993, -0.727], [-7.496, 4.164, -0.979], [-8.330, 2.666, -1.441]]}

[4]
{"formula": "C42H65CaCl3F2N3NaO17PS2", "method": "ωB97M-V/def2-TZVPD", "e_tot_ha": -6640.05384, "lumo_ev": -5.96, "largest_force_ev_per_a": 2.59, "charge": 1, "e_homo_ha": -0.27583, "symbols": ["C", "C", "C", "C", "C", "C", "C", "C", "S", "C", "C", "C", "C", "C", "C", "C", "P", "O", "O", "C", "C", "O", "C", "C", "C", "Cl", "C", "N", "C", "C", "O", "C", "O", "H", "H", "H", "H", "H", "H", "H", "H", "H", "H", "H", "H", "H", "H", "H", "H", "H", "H", "H", "H", "H", "H", "H", "H", "H", "H", "H", "H", "H", "C", "O", "C", "O", "O", "C", "H", "H", "H", "H", "H", "H", "Na", "O", "S", "O", "O", "O", "N", "H", "H", "H", "H", "C", "C", "N", "C", "C", "C", "C", "C", "O", "C", "H", "H", "H", "H", "H", "H", "H", "H", "H", "H", "H", "H", "H", "H", "H", "H", "H", "H", "H", "H", "C", "Cl", "Cl", "H", "H", "F", "C", "C", "C", "O", "C", "C", "C", "O", "O", "O", "H", "H", "H", "H", "Ca", "F"], "coordinates": [[10.321, -6.542, 2.282], [9.719, -7.124, 1.266], [8.314, -6.890, 0.860], [7.285, -7.723, 1.290], [5.985, -7.486, 0.872], [5.687, -6.420, 0.047], [6.691, -5.569, -0.394], [7.999, -5.819, 0.024], [9.249, -4.693, -0.552], [8.312, -3.191, -0.459], [8.895, -2.012, -0.036], [8.114, -0.869, 0.010], [6.780, -0.874, -0.370], [5.932, 0.372, -0.273], [4.981, 0.230, 0.950], [3.480, 0.399, 0.578], [2.342, -0.685, 1.455], [1.660, -1.550, 0.478], [3.051, -1.519, 2.631], [3.616, -2.787, 2.218], [2.613, -3.930, 2.161], [1.314, 0.285, 2.215], [-0.052, 0.032, 2.008], [-0.482, -1.304, 2.558], [6.221, -2.074, -0.800], [4.571, -2.163, -1.303], [6.975, -3.249, -0.829], [6.346, -4.458, -1.224], [6.478, -4.707, -2.675], [6.050, -6.072, -3.109], [4.660, -6.255, -2.796], [4.267, -7.527, -2.940], [3.724, -8.131, -2.087], [9.812, -5.963, 3.035], [11.384, -6.679, 2.393], [10.280, -7.831, 0.671], [7.525, -8.537, 1.951], [5.209, -8.144, 1.227], [4.670, -6.241, -0.255], [9.925, -1.990, 0.272], [8.565, 0.042, 0.371], [5.355, 0.507, -1.179], [6.601, 1.210, -0.124], [5.230, 1.044, 1.622], [5.160, -0.719, 1.439], [3.380, 0.263, -0.488], [3.215, 1.435, 0.785], [4.369, -3.022, 2.963], [4.142, -2.698, 1.275], [3.047, -4.818, 2.615], [2.401, -4.193, 1.133], [1.690, -3.708, 2.691], [-0.337, 0.124, 0.963], [-0.583, 0.818, 2.536], [-0.076, -2.131, 1.984], [-1.560, -1.318, 2.510], [-0.230, -1.363, 3.613], [5.806, -4.008, -3.173], [7.472, -4.469, -3.051], [6.677, -6.870, -2.718], [6.142, -6.092, -4.197], [4.433, -7.971, -3.928], [-3.136, -0.514, -1.455], [-3.669, -0.373, -0.119], [-5.011, -0.348, 0.025], [-5.889, -0.442, -0.747], [-5.210, -0.139, 1.362], [-6.610, 0.096, 1.630], [-2.054, -0.519, -1.360], [-3.472, -1.447, -1.901], [-3.439, 0.331, -2.066], [-7.206, -0.751, 1.331], [-6.960, 0.978, 1.089], [-6.697, 0.265, 2.711], [-3.039, -1.659, 1.905], [2.054, 3.545, 0.149], [0.754, 3.539, -0.551], [-0.275, 4.174, 0.310], [0.373, 2.134, -0.834], [0.845, 4.289, -1.819], [0.461, -2.900, 5.512], [-0.119, -2.110, 5.802], [-0.113, -3.583, 5.013], [1.208, -2.564, 4.889], [0.876, -3.339, 6.338], [-0.710, 7.599, -0.181], [-1.297, 7.465, -1.563], [-2.774, 7.137, -1.592], [-2.971, 5.820, -0.899], [-3.210, 6.889, -3.015], [-3.155, 8.065, -3.977], [-3.653, 8.120, -0.860], [-3.584, 9.593, -1.215], [-2.304, 10.131, -0.980], [-1.989, 11.262, -1.783], [-0.723, 6.650, 0.356], [0.335, 7.891, -0.270], [-1.206, 8.359, 0.421], [-0.797, 6.650, -2.092], [-1.150, 8.370, -2.142], [-2.311, 5.090, -1.362], [-4.013, 5.528, -1.011], [-2.735, 5.924, 0.153], [-4.227, 6.500, -2.965], [-2.559, 6.094, -3.375], [-4.048, 8.684, -3.911], [-3.134, 7.674, -4.994], [-2.272, 8.690, -3.853], [-3.407, 8.002, 0.194], [-4.673, 7.772, -1.020], [-4.301, 10.102, -0.555], [-3.911, 9.779, -2.238], [-2.885, 11.754, -2.167], [-1.359, 10.954, -2.623], [-1.431, 11.968, -1.172], [-7.162, 10.020, -2.926], [-7.265, 8.388, -2.249], [-6.024, 10.096, -4.277], [-8.142, 10.311, -3.281], [-6.824, 10.696, -2.150], [-7.958, 0.831, -0.878], [-8.761, -4.690, 2.160], [-9.530, -5.812, 1.869], [-10.035, -6.057, 0.475], [-10.680, -7.063, 0.281], [-9.718, -5.054, -0.525], [-8.974, -3.974, -0.212], [-8.448, -3.772, 1.173], [-7.712, -2.734, 1.405], [-8.685, -3.061, -1.133], [-9.782, -6.645, 2.773], [-8.403, -4.556, 3.183], [-10.096, -5.209, -1.525], [-8.150, -2.334, -0.767], [-10.286, -7.409, 2.403], [-7.015, -2.800, 3.203], [-8.333, -8.133, 3.456]]}